Formula: C43H84Br3N5O15P
Source: the Open Molecules 2025 dataset
Level of theory: ωB97M-V with the def2-TZVPD basis set

Lowest unoccupied orbital energy in eV: -2.3
Frontier orbital gap in eV: 8.7

The geometry in ORCA input format:
```
! RIJCOSX wB97M-V def2-TZVPD def2/J DEFGRID3
* xyz 1 1
P -0.649 2.309 0.590
O -7.959 -2.594 -0.093
H 4.975 4.923 -2.097
C 2.127 -2.065 2.781
C -5.543 -2.187 -1.960
H 1.378 -1.346 -5.383
H -0.413 4.284 4.638
H -2.068 -4.112 -2.216
H 3.455 2.185 4.617
C -1.350 8.150 3.109
H -10.587 -5.759 0.596
H -5.969 -1.186 -1.911
O 0.879 7.216 3.654
H 6.473 5.222 3.393
H 3.110 -8.051 0.054
O 4.538 7.751 0.636
C 6.682 4.319 3.966
C 5.357 4.543 -1.150
H -9.111 -5.048 2.554
C 3.358 4.289 4.205
H 5.942 3.648 -1.361
H 2.764 4.171 3.298
O 6.195 6.733 -0.368
C -10.020 -3.050 0.999
H 4.475 -9.548 -0.111
C 4.441 -10.323 0.651
O -5.026 -6.056 -4.086
Br 0.276 -5.853 -1.531
C 5.851 7.578 0.416
H 2.286 2.088 -5.590
Br -0.502 -3.063 2.697
N -1.484 2.909 1.773
O -1.787 -1.217 -4.633
H -10.066 -1.987 1.222
H 5.303 1.187 -1.108
H -7.106 -5.942 -2.704
C -3.800 -3.752 -4.771
H -10.345 -3.594 1.881
H 1.701 0.170 -4.081
H -2.822 -1.583 -2.900
H -4.343 -3.400 -5.646
C 0.359 6.300 4.620
H -1.681 9.174 2.963
H -1.803 -3.480 -0.033
C 4.010 8.573 1.691
H 4.728 3.093 5.400
N -0.561 -0.646 0.339
H 3.439 10.601 2.101
C 4.139 3.022 4.486
C 3.387 2.003 -0.699
H 0.657 -9.831 -0.443
C 3.907 10.030 1.300
O -0.358 0.405 -4.320
H -10.704 -3.263 0.177
H 1.278 0.941 -6.478
H 1.347 -2.793 0.984
O 4.962 2.639 3.379
H -1.780 7.529 2.325
H 6.514 8.875 2.059
C 6.850 8.480 1.105
C 0.342 -1.566 -5.630
H 3.301 10.131 0.400
N -2.169 -0.812 -1.062
H -6.439 -2.598 -3.899
H -7.896 -6.178 2.000
H 1.206 6.077 5.269
H 1.440 -0.364 0.800
H -7.215 -4.174 -2.582
H 5.435 -10.418 1.080
H 6.234 4.412 4.952
C 0.153 8.120 2.971
H -3.807 -3.263 -1.450
C -9.760 -6.372 0.955
C -1.203 -3.470 -2.109
H 7.082 9.310 0.438
C -6.937 -5.003 -3.212
C 6.205 3.128 3.173
H -1.913 3.754 1.405
H 0.913 -3.600 -2.291
C -3.242 -1.229 -1.968
H 2.790 -1.243 2.532
H 1.777 -2.015 3.801
C -0.103 5.043 3.918
H 4.587 8.428 2.607
H -1.718 7.810 4.074
C 3.470 -10.054 1.778
O 6.866 2.628 2.305
C -8.617 -3.374 0.548
H -7.559 -5.005 -4.104
C -4.174 -2.250 -1.326
H 7.759 7.908 1.276
H 2.688 4.514 5.035
O 2.451 1.330 -1.078
H 4.016 5.145 4.055
O 0.749 8.817 2.198
N -4.715 -3.856 -3.619
C 4.687 1.404 -0.236
C -1.257 -1.525 -0.446
H 1.485 -7.754 0.634
H 7.758 4.229 4.092
H -3.308 -4.694 -4.959
C 4.214 4.254 -0.206
H 6.019 5.293 -0.719
H 0.173 -1.342 -6.683
O -8.097 -4.587 0.792
H 4.886 10.464 1.091
C 1.593 -9.377 -0.768
H 4.558 3.894 0.765
H 0.986 1.661 -3.513
H -1.261 -2.630 -2.792
H -0.733 3.004 -0.622
C -8.714 -5.542 1.667
H -9.321 -6.870 0.091
O 3.612 -10.531 2.866
C -5.501 -5.017 -3.679
C 0.569 -0.797 1.283
C -5.459 -2.591 -3.430
H 0.726 2.197 0.820
H 0.173 -2.628 -5.472
H -6.232 -2.823 -1.428
H 3.641 5.162 -0.026
C 2.182 -8.543 0.352
H 2.264 -10.184 -1.062
H -3.804 -0.331 -2.185
H -4.888 -1.816 -3.936
H -0.944 5.237 3.255
C 0.975 0.944 -4.331
H 4.474 0.471 0.281
C -0.667 -0.798 -4.813
H 4.172 -11.270 0.183
H 1.398 -8.759 -1.645
H -3.037 -3.019 -4.523
H 3.016 8.177 1.875
H -10.163 -7.130 1.627
H -4.248 -2.061 -0.256
H 0.703 4.637 3.309
N -2.061 0.509 -0.771
Br 0.227 0.340 2.828
C -1.085 0.599 0.060
C -1.058 -2.981 -0.639
H 5.248 2.033 0.450
C 0.050 -4.214 -2.529
H 2.708 -2.978 2.697
H 0.565 2.416 -5.839
C 0.967 -2.173 1.782
O 3.256 3.330 -0.768
C 1.297 1.635 -5.637
H -0.407 6.753 5.249
H -0.088 -3.299 -0.313
H 0.078 -4.398 -3.594
O 2.369 -9.303 1.545
*
```

Formula: C43H89BFN9O11P
Source: the Open Molecules 2025 dataset
Level of theory: ωB97M-V with the def2-TZVPD basis set

Lowest unoccupied orbital energy in eV: -3.5
Energy above the lowest of the compared OMol25 structures with the same formula, charge and spin in kJ/mol: 360.52
Frontier orbital gap in eV: 7.2

The geometry in ORCA input format:
```
! RIJCOSX wB97M-V def2-TZVPD def2/J DEFGRID3
* xyz 1 1
H 4.187 -4.280 -7.421
H 0.506 1.889 4.597
H -4.821 -5.825 4.388
C 4.841 -3.460 -7.726
H -7.498 1.919 -1.505
C 3.064 0.986 1.518
H -1.856 3.778 -1.971
H -3.476 2.722 3.506
C -6.020 1.094 -2.990
H -6.713 0.397 -0.947
C -1.502 -0.830 2.382
H -0.054 -3.544 2.246
O 2.909 -2.141 -6.242
N 1.152 3.264 2.447
C 4.226 -1.902 -9.582
H 1.236 10.415 0.714
H -6.999 -2.154 2.373
P -0.303 3.270 -0.420
H 5.525 -3.806 -8.499
C 0.910 10.050 -0.263
C 7.289 3.253 0.156
O -2.716 -5.950 2.610
C -2.272 -6.358 3.669
H 3.996 -4.864 -3.750
H 3.110 -0.494 -1.680
C -2.337 -1.755 1.410
H -3.254 -1.170 1.086
H -0.574 -1.072 -0.932
C -2.387 0.686 -2.708
N 4.031 -2.361 -8.220
H 1.085 -1.918 4.247
H -3.834 -0.430 -4.058
H 2.446 8.174 0.509
C -6.524 1.345 -1.514
C -3.850 0.257 -3.156
N 3.919 -4.593 -1.686
H 4.672 1.581 2.882
H -0.232 4.909 1.905
H 0.078 10.661 -0.613
C 1.492 7.688 0.309
H -9.344 0.597 1.525
H 1.025 -3.771 4.387
H 5.409 -3.125 -6.856
H 1.465 5.332 2.288
N -8.847 -1.394 1.891
C -2.216 0.336 -1.161
H -2.166 0.056 2.623
C -9.791 -0.294 1.970
H 1.624 6.923 -0.460
H -8.424 -3.332 1.196
H -0.584 4.528 4.512
C 0.943 -3.016 2.315
H 1.736 10.130 -0.974
C 2.966 -4.093 -0.868
H 2.626 -1.794 0.615
O -1.129 7.085 -0.367
H -2.784 -0.634 -1.021
H 4.102 -6.542 -0.967
C 5.433 1.945 0.866
H 2.558 -0.976 -7.867
C 2.252 0.657 2.838
H 5.258 -1.566 -9.704
H -10.118 -3.024 1.635
H -1.188 -6.383 3.871
N -1.952 3.525 -0.978
H 0.166 6.168 4.164
H 1.681 -3.702 1.782
H 3.553 -1.076 -9.815
O 0.533 2.985 -1.882
O 6.156 3.196 1.036
C 0.329 5.048 4.113
C -1.312 2.570 2.724
H 5.049 1.800 -0.189
H -3.478 -3.670 1.348
O 1.720 -1.534 0.355
H 8.064 3.929 0.634
H -10.711 -0.544 1.443
H 2.579 -2.969 3.815
O 5.023 0.184 -1.613
H -10.014 -0.085 3.018
C -0.682 0.043 -0.776
H 0.966 0.132 4.854
H -0.052 0.507 -1.587
C -4.461 -6.839 4.572
C 4.251 1.982 1.906
H -4.735 -7.466 3.721
H 6.960 3.798 -0.783
C -2.416 -7.287 5.938
H 5.272 -5.383 -0.310
C -0.087 -0.358 1.847
H 5.017 1.910 -3.770
H 2.577 -0.300 3.352
N 0.516 8.659 -0.145
H -4.920 -7.231 5.478
H -1.822 -2.060 0.460
H 4.030 -2.727 -10.271
H -1.397 9.052 -0.778
H 7.764 2.258 -0.057
C 3.119 -1.800 -7.395
H -9.445 -2.338 0.133
C -2.420 2.798 3.159
O -7.261 -0.284 3.109
C 1.451 -2.887 3.823
H 2.400 -3.264 -1.322
C 4.723 0.977 -4.256
C 0.618 4.640 2.595
H 5.461 -5.985 -1.977
H -4.380 -0.343 -2.350
H 6.168 1.141 1.184
C -0.735 8.237 -0.444
H 5.173 -3.699 -3.089
C -0.194 1.771 0.733
C 0.286 0.820 4.289
H 2.541 -0.586 -4.944
H 2.478 1.504 0.711
H 3.460 -3.249 -3.238
H -2.783 -6.681 6.769
H 2.524 1.468 3.583
B 0.860 -1.654 1.492
H 1.464 3.259 -1.787
O -6.817 0.608 -3.759
H -3.681 -2.713 2.907
H -5.758 2.009 -1.025
H -1.684 -0.003 -3.258
H -1.329 -7.213 5.894
H -0.792 0.608 4.496
F -1.410 -1.538 3.628
H -2.703 1.080 -0.475
C -9.226 -2.595 1.172
O -4.705 1.422 -3.384
C 4.147 -4.067 -3.019
H 1.707 3.291 1.579
H -2.162 -3.681 2.622
C 0.140 2.224 2.255
H 1.126 7.208 1.218
H 1.266 4.842 4.696
H 5.596 0.324 -4.311
C -7.639 -1.264 2.493
C 2.400 0.066 -4.077
N -0.323 0.483 0.597
H -2.293 4.385 -0.517
H -2.149 1.751 -2.954
N 3.691 0.330 -3.467
N -3.016 -6.817 4.704
C 0.663 0.763 2.710
O 2.726 -4.491 0.262
H 4.358 1.186 -5.260
H 3.882 3.022 2.148
H 1.956 1.012 -4.400
H -2.696 -8.330 6.099
C 4.742 -5.693 -1.213
C -2.941 -3.054 2.128
C 3.962 -0.008 -2.187
H 3.573 0.040 1.178
H 1.727 -0.422 -3.370
*
```

Formula: C43H91N5O19
Source: the Open Molecules 2025 dataset
Level of theory: ωB97M-V with the def2-TZVPD basis set

Structure (SMILES): CCOC(C)=O.CCOC(C)=O.CCOC(C)=O.CCOC(C)=O.CCOC(C)=O.CCOC(C)=O.CCOC(C)=O.CN(C)C=O.CN(C)C=O.CN(C)C=O.CN(C)C=O.CN(C)C=O
Lowest unoccupied orbital energy in eV: 0.3
Energy above the lowest of the compared OMol25 structures with the same formula, charge and spin in kJ/mol: 0.00
Frontier orbital gap in eV: 9.5

The geometry in ORCA input format:
```
! RIJCOSX wB97M-V def2-TZVPD def2/J DEFGRID3
* xyz 0 1
H -1.515 -8.866 4.673
H 5.475 -5.733 -6.235
C -2.879 5.945 -0.929
H -4.598 1.393 -0.505
C 5.287 -5.061 -5.393
C 0.323 -1.515 4.248
H -3.580 -6.428 -2.799
O 2.994 -3.266 2.603
C 2.343 2.638 2.253
O -1.044 -5.496 -2.575
C -0.378 -4.540 1.688
H -2.499 -7.646 -2.117
H 4.477 -0.623 -3.384
O -1.195 -6.282 -4.666
H 1.057 -0.432 1.489
H 4.456 -5.555 -4.886
H -0.716 -1.211 4.098
O -0.234 1.653 5.335
H -0.973 7.244 -5.219
C -4.111 -0.576 0.111
H 0.902 -4.885 -1.092
O -1.269 1.958 -0.163
O -4.197 1.798 -4.643
H -5.681 0.795 0.751
N 4.366 -3.929 0.928
C 3.986 2.373 4.086
H -0.504 0.970 1.461
C -4.321 6.941 0.856
H 4.660 1.617 4.486
O -2.234 -1.001 2.073
H -0.822 5.215 0.823
C 0.739 1.266 5.930
C -3.858 4.608 0.874
H 1.648 1.152 7.902
O 1.225 7.459 -4.107
H -3.923 7.855 0.408
H 0.140 3.854 0.721
H 2.082 5.626 2.000
H 4.806 -5.911 1.303
C -0.461 4.378 1.458
C -0.508 1.181 0.379
N 3.428 1.855 2.841
O 0.055 -6.607 2.731
H -2.075 5.210 -0.998
H -0.449 -3.847 -3.616
H 3.640 -5.651 -0.031
H 0.554 -8.407 3.544
H -4.059 1.293 1.187
O 0.720 5.552 -3.051
C -3.079 2.869 -2.734
O 3.705 0.402 1.120
H -1.224 -3.941 1.349
H -5.705 2.073 -6.641
C -3.796 -2.175 3.467
H 6.183 -5.006 -4.782
H 3.247 -1.722 -2.665
H -3.419 5.834 -1.878
C 4.055 0.858 2.194
C 5.246 -3.570 -0.146
C -0.347 -7.884 3.219
H 0.075 -0.292 -2.120
H -6.951 0.955 -5.946
C -0.822 -5.946 1.959
H -1.412 3.920 1.711
H -3.451 3.759 0.298
H -2.452 1.127 -3.789
H 3.890 -3.813 -6.424
H -1.107 4.010 3.910
H -3.025 -0.554 -0.007
H 2.155 -0.502 3.748
H 1.780 3.282 -2.445
H -3.266 2.720 -1.677
C 2.165 4.105 -1.841
H 0.364 -1.524 0.447
H 0.421 2.396 7.665
C 3.522 -1.119 -3.532
O -4.431 4.473 1.936
H 5.493 -3.152 -6.503
C 1.127 6.007 2.379
H 1.385 2.276 2.632
H -3.842 0.840 -2.819
O 1.526 0.269 5.489
C 0.642 -4.054 -1.749
C -0.972 6.535 -4.389
H 3.192 2.521 4.814
C 4.815 -3.704 -5.852
N -3.690 5.798 0.261
C 2.093 5.385 -2.644
H 0.750 6.780 1.703
H -4.182 6.976 1.932
H 1.373 6.504 3.317
H 2.759 -0.372 -3.727
C -3.348 -1.476 2.198
H -3.364 -3.171 3.508
H -5.391 6.999 0.624
C 0.589 0.576 -1.674
H 0.538 -2.107 3.358
H 0.030 -3.387 -1.142
H 4.267 -2.004 1.657
H 2.046 2.590 6.970
H 2.674 5.281 -3.563
H 0.020 -4.070 2.584
O -4.309 -1.396 1.295
N 0.166 4.975 2.604
H -2.306 -7.446 3.992
C -1.351 -7.840 4.347
H -1.169 5.566 -4.841
H 2.373 2.535 1.170
O 0.215 5.198 4.874
H -1.040 -7.185 5.160
H 0.757 -5.136 -3.602
C -1.580 -6.266 -3.525
C 3.834 -3.011 1.761
H 6.022 -4.343 -0.251
H 3.184 3.872 -1.542
H 0.346 -4.436 0.882
C -5.515 1.590 -4.497
O -6.048 1.355 -3.444
H 4.982 0.537 2.695
N 0.439 0.450 -0.249
C 3.957 -5.318 0.961
H 0.135 1.452 -2.123
H 1.512 -3.471 -2.062
H 1.624 0.495 -2.002
H -6.919 2.681 -5.650
H 0.634 0.466 3.615
H -3.019 -7.808 -3.775
H 3.094 -5.426 1.612
C -2.737 -7.081 -3.018
H 0.395 -2.112 5.153
H -3.780 3.632 -3.092
C 1.194 -0.261 4.199
H -3.453 -1.531 4.275
C 1.053 -0.665 0.418
H -2.437 6.942 -0.899
H 4.535 3.299 3.911
O -1.890 -6.391 1.630
C -3.404 1.574 -3.492
C -6.286 1.793 -5.762
H 2.470 3.673 2.559
C -0.262 4.714 3.867
H 2.430 6.252 -2.079
H -4.600 -1.072 -0.719
O 2.761 -1.938 -5.655
H 2.074 -0.936 0.192
C 0.014 -4.619 -2.998
H -2.090 3.274 -2.930
H -0.714 -8.505 2.397
O 4.529 -2.923 -4.678
C -4.646 0.802 0.412
H 5.783 -2.631 -0.047
C 0.435 6.598 -3.829
H -1.711 6.887 -3.674
C 3.538 -2.025 -4.744
H 4.748 -3.634 -1.124
C 1.253 1.878 7.193
H 1.526 4.190 -0.960
H -4.882 -2.207 3.498
*
```

Question: Which value of frontier orbital gap does entry 2 give?
Answer: 7.2 eV

Question: frontier orbital gap of number 2 (C43H89BFN9O11P)?
Answer: 7.2 eV

Question: Number 1 is which compound?
Answer: C43H84Br3N5O15P

Question: Number 1 is which compound?
Answer: C43H84Br3N5O15P